Below is a single C5H6O molecule, with properties calculated with ωB97M-V/def2-TZVPD.

**ΔE to the lowest compared entry with this formula, charge and spin**: 346.0 kJ/mol
**Orbital gap**: 9.6403 eV
**SMILES**: C#CC/C=C/O
**E_LUMO**: 0.95 eV
**Net charge**: 0
**HOMO energy**: -0.3195 Ha
**E_tot**: -269.21447 a.u.

Bonds (Å) are listed after each position.
Geometry (Å):
1 O 1.1024 -1.5272 1.8833  C2 1.351, H7 0.967
2 C 0.9202 -0.3207 1.3029  O1 1.351, C3 1.321, H8 1.086
3 C 0.7531 -0.0988 0.0116  C2 1.321, C4 1.572, H9 1.097
4 C -0.0020 1.1894 -0.4795  C3 1.572, C5 1.466, H10 1.086, H11 1.101
5 C -1.1894 0.6740 -1.1684  C4 1.466, C6 1.209
6 C -2.1234 0.0138 -1.5596  C5 1.209, H12 1.072
7 H 0.9653 -2.1928 1.1948  O1 0.967
8 H 0.8684 0.4912 2.0219  C2 1.086
9 H 0.9528 -0.8482 -0.7646  C3 1.097
10 H 0.9913 1.3677 -0.8806  C4 1.086
11 H -0.3080 1.8513 0.3448  C4 1.101
12 H -2.9307 -0.5999 -1.9067  C6 1.072